## 1
One molecule with the formula C3H3NO2, computed with ωB97M-V/def2-TZVPD.

Charge: 0
2S+1: 1
LUMO level, eV: 0.64
Gap between HOMO and LUMO, eV: 10.664
Highest occupied orbital energy, eV: -10.0

The geometry in XYZ format:
```
9
C3H3NO2, DFT ωB97M-V/def2-TZVPD
C 0.76244 -0.30819 0.11612
H -2.42616 0.19389 -0.03103
O -1.08932 -1.33705 0.29132
N 0.28465 -1.50656 0.31278
O 2.08221 -0.09009 -0.02948
H 2.13228 0.66408 -0.63000
C -0.24994 0.68338 -0.00862
H -0.11618 1.75165 -0.09621
C -1.37998 -0.05112 0.07512
```

## 2
C3H3NO2 as an isolated structure, computed with ωB97M-V/def2-TZVPD.

Charge: 0
2S+1: 1
LUMO level, eV: -0.23
Gap between HOMO and LUMO, eV: 9.707
Highest occupied orbital energy, eV: -9.9

The geometry in XYZ format:
```
9
C3H3NO2, DFT ωB97M-V/def2-TZVPD
C -0.20554 -0.40525 -0.27161
N 0.73816 2.09787 0.34468
O 1.47036 1.14214 0.98849
H -0.12219 -2.56534 0.22356
C -0.04755 1.56969 -0.55313
H -1.04928 1.94643 -0.90360
C -0.29755 -1.61327 0.03842
H 0.97029 0.33530 0.77526
O 0.89781 3.27322 0.55350
```

## 3
C3H3NO2 as an isolated structure, computed with ωB97M-V/def2-TZVPD.

Charge: 0
2S+1: 1
LUMO level, eV: 0.44
Gap between HOMO and LUMO, eV: 9.530
Highest occupied orbital energy, eV: -9.1

The geometry in XYZ format:
```
9
C3H3NO2, DFT ωB97M-V/def2-TZVPD
H 0.74752 2.88652 -0.34282
C 0.77563 0.81927 -0.32527
O 1.65637 -0.10701 -0.05344
N -0.42597 -1.94161 0.56650
C 0.73914 2.02602 -1.02015
H 1.17928 -0.90936 0.25698
H -2.63913 -1.74576 0.51950
O -0.46044 0.81799 -0.14399
C -1.57241 -1.84607 0.54268
```

## 4
One molecule with the formula C3H3NO2, computed with ωB97M-V/def2-TZVPD.

Charge: 0
2S+1: 1
LUMO level, eV: 0.05
Gap between HOMO and LUMO, eV: 11.853
Highest occupied orbital energy, eV: -11.8

The geometry in XYZ format:
```
9
C3H3NO2, DFT ωB97M-V/def2-TZVPD
O -0.56808 0.84425 -0.49534
H -0.28267 -1.00151 0.57679
O 1.39852 1.79662 -1.04570
H -1.66262 0.05303 1.02146
N 1.76241 -1.18847 0.69206
H -1.68056 -0.85318 -0.53894
C 1.35948 -0.25445 0.14286
C -1.08061 -0.32198 0.18908
C 0.75414 0.92569 -0.54226
```

Energy relative to the most stable one, in kJ/mol: 1 39.2; 2 705.8; 3 278.6; 4 0.0